[1]
{
  "formula": "C29H34MoNO4S4Te",
  "method": "ωB97M-V with the def2-TZVPD basis set",
  "charge": 0,
  "multiplicity": 4,
  "homo_ev": [-7.20, -8.39],
  "e_above_lowest_kcal_mol": 7.2,
  "lumo_energy_ev": [-0.4, -2.8],
  "elements": ["Mo", "C", "C", "C", "O", "C", "O", "O", "H", "H", "H", "H", "H", "H", "H", "S", "S", "S", "S", "C", "C", "C", "C", "C", "C", "Te", "N", "C", "O", "C", "C", "C", "C", "C", "C", "C", "C", "C", "C", "C", "C", "C", "C", "C", "C", "C", "C", "H", "H", "H", "H", "H", "H", "H", "H", "H", "H", "H", "H", "H", "H", "H", "H", "H", "H", "H", "H", "H", "H", "H", "H", "H", "H", "H"],
  "coordinates": [[-0.134807, 0.448688, -0.784596], [-0.613872, -1.413708, 3.193120], [-0.182353, -1.470478, 1.742298], [-0.137255, -2.889833, 1.205385], [-1.142900, -0.747412, 0.921681], [1.203761, -0.815444, 1.556668], [2.109778, -1.107566, 2.298039], [1.302700, 0.006683, 0.540179], [-1.578675, -1.907706, 3.317541], [-0.687773, -0.379632, 3.538777], [0.129748, -1.914235, 3.808896], [-1.099086, -3.378622, 1.365102], [0.644517, -3.449354, 1.717598], [0.076247, -2.888248, 0.136243], [-1.608527, -0.093241, 1.461760], [-2.431909, 0.330016, -1.737715], [-3.325315, 2.125926, -1.536850], [-2.035650, 3.387722, -0.640024], [-0.881308, 2.304033, 0.608323], [0.096485, -7.985305, -1.702847], [0.148012, -6.498658, -1.921037], [-0.920784, -5.816097, -2.484160], [-0.883589, -4.443315, -2.700893], [-2.085174, -3.771901, -3.312617], [0.269308, -3.735756, -2.337121], [0.296426, -1.668336, -2.798769], [0.743540, 1.351582, -2.041202], [1.440931, 2.079111, -2.938001], [2.536622, 2.570450, -2.679022], [0.892658, 2.169235, -4.341574], [-0.398102, 1.788537, -4.690138], [-0.824649, 1.882255, -6.006239], [0.039040, 2.351161, -6.985886], [1.329419, 2.731878, -6.642732], [1.753049, 2.643586, -5.326125], [2.116374, -1.547503, -3.878550], [3.249993, -0.866452, -3.426791], [3.386423, -0.195356, -2.094048], [4.355384, -0.811001, -4.278713], [4.366233, -1.413067, -5.522243], [5.572697, -1.337597, -6.415803], [3.227693, -2.100200, -5.931295], [2.093459, -2.171391, -5.139296], [0.893914, -2.915912, -5.663441], [1.348464, -4.391276, -1.729804], [2.586184, -3.689527, -1.247244], [1.266613, -5.768230, -1.547073], [-0.850058, -8.403133, -2.042888], [0.214060, -8.228723, -0.645742], [0.900981, -8.486237, -2.243592], [-1.812057, -6.365615, -2.766883], [-2.867224, -4.503414, -3.510148], [-1.831352, -3.277087, -4.252432], [-2.504899, -3.007327, -2.653287], [-1.068845, 1.419099, -3.932300], [-1.833346, 1.586254, -6.267496], [-0.292664, 2.421068, -8.014031], [2.005889, 3.099012, -7.403851], [2.752310, 2.936669, -5.033344], [2.672540, -0.554359, -1.360616], [3.229056, 0.880005, -2.196476], [4.388030, -0.356446, -1.694170], [5.234002, -0.274384, -3.938367], [6.363881, -0.744460, -5.959847], [5.317892, -0.883703, -7.374813], [5.969459, -2.333350, -6.620828], [3.218323, -2.585624, -6.901309], [1.103801, -3.312558, -6.655485], [0.024844, -2.258352, -5.736653], [0.621982, -3.754159, -5.016402], [2.374770, -2.687140, -0.880645], [3.318863, -3.592551, -2.051340], [3.046760, -4.254124, -0.437164], [2.101900, -6.278495, -1.078674]],
  "forces_ev_per_angstrom": [[0.074, -0.502, -0.057], [-0.006, 0.011, 0.001], [0.042, 0.055, 0.057], [-0.006, 0.028, 0.019], [0.045, -0.113, -0.103], [-0.074, -0.127, 0.001], [0.007, 0.008, -0.027], [0.095, -0.026, 0.101], [0.000, 0.004, 0.006], [-0.002, 0.006, 0.007], [0.008, 0.001, -0.006], [0.001, -0.004, 0.000], [0.004, 0.006, -0.006], [0.011, -0.015, 0.027], [-0.025, 0.002, 0.023], [-0.220, 0.196, -0.038], [0.071, -0.203, -0.103], [0.047, 0.014, 0.069], [0.005, 0.208, 0.055], [-0.002, -0.019, -0.007], [-0.011, 0.003, -0.010], [-0.029, -0.027, -0.001], [0.000, 0.033, -0.003], [-0.044, -0.001, -0.013], [0.061, -0.056, 0.043], [0.008, 0.253, 0.156], [-0.116, 0.525, -0.498], [-0.079, -0.066, -0.149], [-0.150, 0.382, 0.022], [-0.039, 0.020, 0.099], [0.099, 0.017, -0.002], [-0.034, -0.025, -0.031], [-0.005, 0.000, 0.004], [0.005, -0.012, 0.017], [0.036, 0.026, -0.027], [0.040, -0.032, 0.066], [-0.017, -0.111, 0.104], [0.020, -0.173, 0.091], [0.000, -0.001, -0.066], [0.011, 0.023, 0.011], [0.006, 0.005, -0.002], [-0.027, -0.003, -0.035], [0.000, 0.007, -0.013], [0.001, -0.018, -0.025], [-0.005, -0.029, 0.017], [0.032, 0.009, -0.095], [-0.031, 0.026, 0.044], [-0.001, 0.005, 0.000], [0.002, 0.003, 0.002], [0.002, 0.004, 0.000], [0.000, 0.002, 0.005], [-0.003, -0.004, -0.002], [-0.010, -0.016, 0.005], [0.017, -0.022, -0.002], [-0.128, -0.077, 0.154], [0.011, 0.005, 0.005], [-0.003, 0.000, 0.000], [0.007, -0.002, 0.002], [-0.007, 0.002, -0.011], [-0.010, -0.089, 0.037], [0.293, -0.252, 0.161], [0.021, -0.014, -0.024], [0.006, -0.004, 0.010], [0.003, -0.001, 0.001], [-0.003, 0.000, -0.003], [-0.001, -0.005, -0.002], [0.001, -0.001, -0.004], [0.000, -0.004, -0.006], [0.003, -0.003, -0.014], [0.015, 0.022, -0.029], [-0.041, 0.093, 0.030], [0.005, 0.051, -0.015], [0.012, 0.004, -0.017], [0.002, -0.001, -0.004]]
}

***

[2]
{
  "formula": "C3H9BrOSi",
  "method": "ωB97M-V with the def2-TZVPD basis set",
  "charge": 0,
  "homo_ev": -10.27,
  "e_above_lowest_kcal_mol": 63.2,
  "lumo_energy_ev": -1.8,
  "elements": ["C", "C", "C", "O", "Si", "Br", "H", "H", "H", "H", "H", "H", "H", "H", "H"],
  "coordinates": [[1.575348, 0.700492, 0.177836], [-0.483196, -1.333149, 1.419709], [-1.243826, 1.083834, -0.540171], [-0.037191, -1.496131, -1.320028], [-0.032242, -0.300050, -0.172384], [0.216822, -1.145288, -3.325764], [2.387774, 0.468372, -0.476179], [1.413568, 1.706630, -0.102479], [1.930838, 0.599808, 1.235613], [-0.338354, -2.373335, 1.234935], [0.405078, -1.060877, 1.967133], [-1.455374, -1.163469, 1.778497], [-1.309819, 1.415192, -1.550746], [-2.259837, 0.877209, -0.199930], [-0.769588, 2.020762, -0.126041]],
  "forces_ev_per_angstrom": [[-0.183, -1.587, 0.554], [1.939, 0.617, -2.486], [0.640, 0.754, 0.765], [0.521, -0.293, -3.241], [-0.204, 1.014, 1.012], [-0.336, -0.237, 3.239], [0.770, -0.788, -0.340], [-0.487, 1.312, 0.260], [-0.347, 0.251, -0.918], [-0.140, -0.893, -0.363], [-0.321, 0.319, 1.235], [-0.935, 0.529, 0.910], [-0.074, -0.378, -1.251], [0.107, 0.326, 0.210], [-0.950, -0.948, 0.413]]
}

***

[3]
{
  "formula": "C38H37N9O3OsS3Sb",
  "method": "ωB97M-V with the def2-TZVPD basis set",
  "charge": 3,
  "homo_ev": [-14.41, -14.41],
  "lumo_energy_ev": [-9.5, -9.0],
  "elements": ["Os", "S", "C", "C", "C", "C", "C", "C", "N", "C", "C", "C", "C", "C", "C", "C", "C", "N", "C", "C", "C", "C", "C", "S", "C", "H", "H", "H", "H", "H", "H", "H", "H", "H", "H", "H", "H", "N", "C", "C", "C", "C", "C", "C", "S", "O", "O", "N", "C", "N", "C", "C", "C", "N", "H", "H", "H", "H", "H", "H", "H", "H", "H", "C", "Sb", "C", "C", "H", "H", "H", "H", "H", "H", "H", "H", "H", "C", "N", "C", "C", "C", "N", "C", "O", "N", "H", "H", "H", "H", "H", "H", "H"],
  "coordinates": [[-0.409442, 0.425750, 0.143268], [-1.888247, 5.959017, 1.282991], [-2.723691, 7.373730, 1.738021], [-4.058837, 7.151854, 1.885184], [-4.412959, 5.806181, 1.629021], [-3.339326, 5.023671, 1.292228], [-3.337846, 3.601754, 0.962823], [-2.120923, 2.919771, 0.769977], [-2.056529, 1.632586, 0.445419], [-3.211547, 0.940629, 0.301810], [-4.467897, 1.507571, 0.513173], [-5.602030, 0.641668, 0.355189], [-5.449499, -0.666473, 0.010837], [-4.160940, -1.232960, -0.243798], [-3.950402, -2.606723, -0.575520], [-2.715737, -3.036849, -0.931609], [-1.588278, -2.042635, -1.097759], [-1.758629, -0.775004, -0.361183], [-3.060653, -0.394052, -0.108682], [-2.438712, -4.412059, -1.286664], [-3.346233, -5.419661, -1.521716], [-2.743619, -6.653129, -1.843648], [-1.381916, -6.579179, -1.856370], [-0.824935, -5.013318, -1.484631], [-4.513192, 2.865174, 0.839750], [-2.184437, 8.298077, 1.866765], [-4.762849, 7.919796, 2.166266], [-5.428299, 5.445514, 1.704521], [-1.170692, 3.427334, 0.888996], [-6.593124, 1.045039, 0.519802], [-6.319411, -1.301718, -0.091095], [-4.791088, -3.284887, -0.531744], [-0.652583, -2.477331, -0.740076], [-4.416772, -5.281793, -1.486919], [-3.292060, -7.555774, -2.064414], [-0.678140, -7.366328, -2.074720], [-5.472182, 3.342539, 0.993448], [6.395128, -3.171976, -4.054955], [5.567390, -2.681117, -3.115900], [4.240817, -3.160152, -3.006294], [3.401184, -2.663338, -2.044562], [3.859059, -1.674567, -1.167792], [5.161082, -1.178540, -1.266496], [6.003989, -1.678118, -2.226308], [2.826305, -1.050559, 0.045216], [3.485124, -0.088591, 0.869413], [2.320501, -2.227206, 0.820933], [1.472642, -0.465824, -0.634608], [1.572094, 0.566369, -1.535060], [2.615400, 0.911549, -2.262980], [2.428075, 1.937836, -3.083909], [1.221370, 2.641868, -3.188781], [0.193384, 2.255692, -2.369350], [0.376702, 1.209757, -1.543183], [6.103104, -3.900074, -4.682325], [7.345937, -2.854840, -4.126625], [3.894781, -3.927152, -3.686685], [2.387597, -3.041030, -1.970530], [5.499341, -0.408123, -0.588189], [7.016033, -1.303050, -2.301942], [3.279260, 2.223629, -3.690694], [1.114093, 3.466089, -3.876926], [-0.772160, 2.742753, -2.346594], [2.117356, -5.148424, 1.365958], [0.888452, -3.461298, 1.692213], [1.613236, -2.991059, 3.635949], [-1.446215, -1.688979, -2.588646], [1.798879, -5.945689, 2.039781], [3.146664, -4.876172, 1.594851], [2.036847, -5.496607, 0.339412], [2.531275, -3.536093, 3.845205], [0.863914, -3.241328, 4.387226], [1.817297, -1.920715, 3.677561], [-1.318134, -2.597049, -3.174805], [-0.576814, -1.049576, -2.730523], [-2.342352, -1.174963, -2.937899], [2.471644, 2.429364, 3.470920], [1.338687, 1.485142, 3.495256], [0.848716, 0.933407, 4.641514], [-0.195500, 0.071795, 4.636659], [-0.770703, -0.291225, 3.385135], [-0.251361, 0.235632, 2.270109], [0.740044, 1.164494, 2.329750], [1.029292, 1.670930, 1.219916], [-1.781779, -1.148331, 3.289849], [2.895918, 2.476590, 4.468899], [2.120570, 3.413025, 3.168350], [3.213002, 2.066638, 2.762639], [1.342692, 1.235532, 5.554739], [-0.573662, -0.335914, 5.561510], [-2.219830, -1.522540, 4.115858], [-2.187110, -1.367253, 2.394099]],
  "forces_ev_per_angstrom": [[1.165, 1.016, 0.364], [0.004, 0.011, 0.019], [0.000, -0.027, -0.022], [-0.006, -0.028, 0.002], [0.003, 0.027, 0.024], [0.018, -0.036, -0.026], [-0.009, 0.036, 0.030], [0.045, -0.106, 0.001], [-0.238, 0.017, 0.114], [-0.044, 0.243, 0.114], [0.093, 0.029, -0.010], [-0.042, -0.073, 0.000], [-0.008, 0.026, 0.029], [-0.224, -0.260, -0.064], [-0.174, 0.225, 0.076], [0.227, -0.139, -0.119], [-0.022, 0.025, 0.104], [-0.847, -0.706, -0.328], [0.555, -0.124, -0.233], [0.026, 0.124, 0.054], [-0.034, -0.090, -0.023], [-0.051, 0.035, 0.009], [0.026, 0.045, -0.005], [0.029, 0.006, 0.018], [-0.035, -0.004, 0.026], [0.005, 0.014, -0.003], [-0.003, 0.006, 0.002], [-0.015, -0.007, 0.000], [-0.004, 0.002, -0.015], [-0.002, 0.003, -0.010], [-0.005, -0.003, -0.001], [-0.008, -0.017, 0.017], [0.010, 0.040, -0.059], [-0.018, 0.010, -0.002], [-0.007, -0.012, -0.002], [0.011, -0.010, 0.000], [-0.003, 0.004, -0.018], [0.012, -0.009, -0.022], [-0.003, 0.003, 0.003], [-0.013, 0.011, 0.017], [0.005, -0.011, -0.011], [-0.015, 0.037, 0.040], [-0.007, -0.016, -0.013], [-0.012, 0.012, 0.017], [-0.036, -0.077, 0.003], [0.011, 0.047, 0.066], [0.050, -0.038, -0.009], [-0.274, -0.120, 0.011], [-0.025, -0.104, -0.049], [-0.011, -0.012, 0.036], [-0.035, 0.050, -0.035], [0.030, 0.007, -0.005], [0.069, -0.060, -0.003], [-0.118, -0.062, -0.165], [0.004, 0.008, 0.008], [-0.006, -0.005, 0.000], [0.001, -0.004, -0.004], [-0.008, 0.005, 0.001], [0.002, 0.010, 0.007], [0.004, 0.000, 0.000], [0.007, -0.002, -0.001], [-0.007, 0.003, 0.000], [-0.006, 0.009, -0.004], [0.008, 0.010, 0.008], [-0.041, 0.035, 0.025], [0.045, 0.002, -0.010], [-0.011, -0.017, -0.008], [-0.011, -0.003, 0.001], [-0.007, -0.003, -0.003], [-0.005, -0.002, -0.014], [-0.001, 0.003, -0.004], [-0.003, -0.015, 0.003], [-0.013, -0.008, 0.004], [0.007, -0.003, 0.007], [0.005, 0.013, -0.024], [0.006, 0.012, -0.010], [0.004, -0.003, -0.011], [0.002, -0.008, 0.015], [-0.021, 0.009, -0.013], [-0.011, 0.021, -0.021], [0.171, 0.087, 0.012], [-0.053, -0.067, 0.125], [-0.060, -0.056, -0.097], [-0.020, 0.055, 0.083], [-0.047, -0.032, -0.006], [0.005, 0.001, -0.001], [0.005, 0.002, 0.001], [-0.006, 0.002, 0.008], [-0.003, -0.010, 0.006], [0.003, -0.007, 0.007], [0.012, 0.005, -0.005], [0.003, -0.006, -0.029]]
}

***

[4]
{
  "formula": "C6H12BCl12N2O6S2",
  "method": "ωB97M-V with the def2-TZVPD basis set",
  "charge": -1,
  "homo_ev": -5.80,
  "lumo_energy_ev": 1.9,
  "elements": ["C", "O", "B", "O", "S", "O", "O", "N", "S", "O", "O", "C", "N", "H", "H", "H", "H", "H", "H", "H", "H", "C", "Cl", "Cl", "Cl", "H", "C", "Cl", "Cl", "Cl", "H", "C", "Cl", "Cl", "Cl", "H", "C", "Cl", "Cl", "Cl", "H"],
  "coordinates": [[1.590084, -3.019365, 2.992603], [0.616406, -4.062451, 2.892331], [-0.100367, -3.794606, 1.730614], [-1.377422, -3.275790, 1.727533], [0.767600, -4.241450, 0.094957], [1.411997, -5.543277, 0.381846], [-0.198741, -4.398946, -0.997172], [1.936848, -3.081167, -0.136900], [1.459391, -1.946790, -1.233838], [1.349883, -2.384399, -2.628955], [0.226499, -1.212423, -0.852104], [2.812818, -0.730308, -1.173584], [3.110746, -0.309334, 0.195108], [1.282334, -2.126885, 2.439483], [1.767760, -2.737894, 4.023162], [2.518478, -3.344858, 2.532981], [-1.297325, -2.332078, 1.760070], [2.602637, 0.099981, -1.833433], [3.702106, -1.225337, -1.567482], [4.095003, -0.174167, 0.275290], [2.805779, -1.008045, 0.846164], [-1.761986, 1.153348, 0.418344], [-3.346643, 0.386825, 0.239591], [-1.772044, 2.774712, -0.277437], [-1.294233, 1.214559, 2.122859], [-1.027240, 0.557345, -0.115157], [0.873692, 6.310731, -0.001401], [-0.378206, 6.695130, -1.193102], [0.460685, 4.845823, 0.879870], [2.448263, 6.134240, -0.781274], [0.931767, 7.128698, 0.701971], [2.527323, 3.101960, -3.321704], [1.834604, 1.562600, -3.844715], [1.262182, 4.255986, -2.880634], [3.640307, 2.856389, -1.969294], [3.085515, 3.516188, -4.149277], [-7.764673, -0.349121, 0.439174], [-6.034838, -0.183001, 0.130019], [-8.083299, -1.721660, 1.505413], [-8.420544, 1.139959, 1.130650], [-8.263148, -0.531127, -0.502566]],
  "forces_ev_per_angstrom": [[0.563, 0.018, -0.254], [-0.683, 0.723, -0.514], [-0.166, -0.427, 0.432], [0.823, -1.043, 0.044], [0.271, -2.510, -1.423], [0.079, 1.755, 0.389], [0.575, 1.131, 0.954], [-1.337, 0.530, -1.087], [-1.757, 0.249, -1.261], [1.029, 0.188, 1.238], [1.143, -0.348, 0.742], [0.859, -1.114, 0.850], [-0.888, 0.779, -0.447], [-0.043, 0.163, 0.111], [-0.194, -0.148, 0.294], [0.208, -0.074, 0.009], [-0.402, 1.108, -0.082], [-0.620, -0.012, 0.015], [-0.202, -0.353, -0.392], [0.571, -0.039, 0.302], [0.051, -0.410, 0.263], [0.072, -0.109, -0.206], [0.888, 0.188, 0.114], [-0.145, -0.126, -0.069], [0.014, -0.033, 0.004], [0.041, -0.134, 0.001], [0.108, -0.256, -0.004], [-0.021, 0.072, 0.019], [0.119, 0.188, 0.071], [0.224, 0.534, 0.486], [-0.011, 0.062, -0.022], [-0.214, -0.185, 0.035], [0.014, 0.215, -0.034], [-0.150, -0.479, -0.513], [-0.002, 0.030, -0.035], [0.027, 0.032, 0.003], [0.211, -0.061, 0.065], [-0.965, -0.120, -0.003], [-0.027, 0.025, -0.052], [-0.027, -0.009, -0.037], [-0.034, 0.000, -0.007]]
}

***

no.,strongest force on any atom (hartree/bohr)
1,0.0142
2,0.0641
3,0.0309
4,0.0564